This record from the Open Molecules 2025 dataset describes a 2-piece molecular cluster, C2H8O overall in a non-equilibrium geometry. The level of theory is ωB97M-V/def2-TZVPD.

E = -156.204415 Eh
SMILES = CO.C
charge = 0
gap between HOMO and LUMO = 11.6 eV
ΔE to the lowest compared entry with this formula, charge and spin = 12.98 kcal per mole
LUMO energy = 0.0389 Eh

Each atom is followed by the atoms it is bonded to, with distances in Å.
Element x y z (Å)
1 C 3.76110 -5.30227 -2.12930  H2 1.083, H3 1.087, H4 1.096, H5 1.086
2 H 3.96084 -4.54978 -1.37698  C1 1.083
3 H 4.46469 -5.15205 -2.94384  C1 1.087
4 H 2.75168 -5.12818 -2.51897  C1 1.096
5 H 3.71584 -6.32843 -1.77585  C1 1.086
6 C -3.33906 4.60525 1.56630  O7 1.427, H8 1.091, H9 1.088, H10 1.088
7 O -2.19760 4.28873 2.36124  C6 1.427, H11 0.964
8 H -4.24509 4.20926 2.02791  C6 1.091
9 H -3.45919 5.68522 1.62720  C6 1.088
10 H -3.17522 4.30836 0.53260  C6 1.088
11 H -2.23797 3.36389 2.62968  O7 0.964



This record from the Open Molecules 2025 dataset describes a 2-piece molecular cluster, C2H8O2 overall in a non-equilibrium geometry. The level of theory is ωB97M-V/def2-TZVPD.

E = -231.411962 Eh
SMILES = CO.CO
charge = 0
gap between HOMO and LUMO = 11.2 eV
ΔE to the lowest compared entry with this formula, charge and spin = 31.60 kcal per mole
LUMO energy = 0.0333 Eh

Each atom is followed by the atoms it is bonded to, with distances in Å.
Element x y z (Å)
1 C 1.41991 0.66987 -0.96900  O2 1.393, H3 1.090, H4 1.090, H5 1.090
2 O 1.07469 -0.09461 -2.08057  C1 1.393, H6 0.960
3 H 1.02944 1.67263 -1.14257  C1 1.090
4 H 0.87837 0.31917 -0.09046  C1 1.090
5 H 2.50849 0.72464 -0.95855  C1 1.090
6 H 1.41373 0.39302 -2.83481  O2 0.960
7 C -1.60033 -0.67958 1.62821  O8 1.493, H9 1.090, H10 1.090, H11 1.090
8 O -0.31336 -0.77746 0.87775  C7 1.493, H12 0.960
9 H -1.55645 -0.97062 2.67773  C7 1.090
10 H -1.95513 0.34376 1.75067  C7 1.090
11 H -2.41896 -1.19992 1.13103  C7 1.090
12 H -0.48040 -0.40096 0.01060  O8 0.960



This record from the Open Molecules 2025 dataset describes a 3-piece molecular cluster, C2H8O2 overall in a non-equilibrium geometry. The level of theory is ωB97M-V/def2-TZVPD.

E = -231.412422 Eh
SMILES = C=C.O.O
charge = 0
gap between HOMO and LUMO = 10.9 eV
ΔE to the lowest compared entry with this formula, charge and spin = 31.31 kcal per mole
LUMO energy = 0.0238 Eh

Each atom is followed by the atoms it is bonded to, with distances in Å.
Element x y z (Å)
1 C -0.59715 0.22074 -1.94799  C2 1.354, H3 1.127, H4 1.104
2 C -1.16959 -0.52870 -0.97678  C1 1.354, H5 1.061, H6 1.123
3 H -0.63322 1.34628 -1.98048  C1 1.127
4 H 0.24517 -0.12343 -2.57254  C1 1.104
5 H -1.61363 -0.16140 -0.08616  C2 1.061
6 H -1.32216 -1.63385 -1.10753  C2 1.123
7 H 1.08444 1.47173 1.74310  O9 0.941
8 H 1.17356 2.59885 0.79409  O9 0.943
9 O 1.19144 2.40609 1.71737  H7 0.941, H8 0.943
10 H -0.26133 -1.82415 1.50879  O12 0.952
11 H 1.27367 -1.99131 1.06380  O12 1.034
12 O 0.62879 -1.78084 1.84433  H10 0.952, H11 1.034



This record from the Open Molecules 2025 dataset describes a 3-piece molecular cluster, C2H8O2 overall in a non-equilibrium geometry. The level of theory is ωB97M-V/def2-TZVPD.

E = -231.255905 Eh
charge = 0
gap between HOMO and LUMO = 6.6 eV
ΔE to the lowest compared entry with this formula, charge and spin = 129.52 kcal per mole
LUMO energy = -0.0986 Eh

Each atom is followed by the atoms it is bonded to, with distances in Å.
Element x y z (Å)
1 O 1.83902 -0.04538 1.29241  H2 0.954, H3 1.019
2 H 2.31973 0.22913 0.51570  O1 0.954
3 H 1.04535 -0.25827 0.68962  O1 1.019
4 H 2.27046 5.18544 -0.52196  H12 0.722
5 C -1.22972 -0.96844 0.04152  O6 1.355, C7 1.491, H8 1.204, H9 1.151
6 O -0.01184 -0.64243 -0.45473  C5 1.355
7 C -1.92677 -2.14709 -0.54947  C5 1.491, H10 1.026, H11 1.109
8 H -1.80931 0.08276 -0.05547  C5 1.204
9 H -1.25094 -1.28890 1.14644  C5 1.151
10 H -2.93894 -2.22972 -0.40668  C7 1.026
11 H -1.25025 -2.88488 -1.02701  C7 1.109
12 H 2.94322 4.96777 -0.67036  H4 0.722



This record from the Open Molecules 2025 dataset describes a 2-piece molecular cluster, C2H8O2 overall. The level of theory is ωB97M-V/def2-TZVPD.

E = -231.430887 Eh
SMILES = CO.CO
charge = 0
gap between HOMO and LUMO = 11.2 eV
ΔE to the lowest compared entry with this formula, charge and spin = 19.72 kcal per mole
LUMO energy = 0.0311 Eh

Each atom is followed by the atoms it is bonded to, with distances in Å.
Element x y z (Å)
1 C 0.94315 1.52738 0.33134  O2 1.417, H4 1.092, H5 1.091, H6 1.086
2 O 1.18106 2.86681 -0.06481  C1 1.417, H3 0.957
3 H 0.58327 3.45079 0.40107  O2 0.957
4 H 0.06400 1.12524 -0.17722  C1 1.092
5 H 0.78674 1.45737 1.40886  C1 1.091
6 H 1.76481 0.89894 0.00089  C1 1.086
7 C -0.90613 -1.50337 -0.34398  O8 1.433, H10 1.090, H11 1.089, H12 1.087
8 O -0.32325 -2.81257 -0.35162  C7 1.433, H9 0.958
9 H -0.99956 -3.47887 -0.22090  O8 0.958
10 H -1.97927 -1.54387 -0.15552  C7 1.090
11 H -0.68395 -1.02730 -1.29782  C7 1.089
12 H -0.43087 -0.96058 0.46971  C7 1.087



This record from the Open Molecules 2025 dataset describes a 2-piece molecular cluster, C2H8O2 overall. The level of theory is ωB97M-V/def2-TZVPD.

E = -231.460406 Eh
SMILES = CCO.O
charge = 0
gap between HOMO and LUMO = 11.5 eV
ΔE to the lowest compared entry with this formula, charge and spin = 1.20 kcal per mole
LUMO energy = 0.0299 Eh

Each atom is followed by the atoms it is bonded to, with distances in Å.
Element x y z (Å)
1 C 0.91139 0.36134 -0.77787  O2 1.426, C3 1.525, H4 1.085, H5 1.080
2 O 0.96729 -0.98288 -0.30632  C1 1.426, H6 0.968
3 C 0.28846 1.31302 0.23753  C1 1.525, H7 1.093, H8 1.094, H9 1.085
4 H 1.89345 0.68881 -1.10111  C1 1.085
5 H 0.23069 0.32845 -1.61591  C1 1.080
6 H 1.63410 -1.05030 0.39274  O2 0.968
7 H -0.59710 0.83059 0.65810  C3 1.093
8 H 0.93347 1.65915 1.05120  C3 1.094
9 H -0.05344 2.21224 -0.26347  C3 1.085
10 H -2.11135 -1.11347 0.17637  O12 0.962
11 H -1.69073 -2.44603 0.76793  O12 0.963
12 O -2.40622 -1.80093 0.78081  H10 0.962, H11 0.963